12
Properties=species:S:1:pos:R:3:forces:R:3 method="wB97M-V/def2-TZVPD" total_charge=0 e_tot_ha=-397.738621 orbital_gap_ev=11.260
N -1.5603 -0.8602 0.3151 0.079 0.000 -0.169
C -0.3113 -0.3197 0.0727 -0.538 0.119 0.234
O 0.8156 -0.9178 0.7354 -0.018 -0.037 0.083
C -0.0010 1.1749 0.2934 -0.245 0.084 0.067
O 1.3897 1.1038 -0.0669 0.077 0.032 0.011
C 1.4553 -0.2722 -0.3567 0.626 -0.083 -0.204
O 0.3611 -0.5214 -1.2119 0.005 -0.037 -0.135
H -2.3142 -0.2944 -0.0532 0.074 -0.009 0.086
H -1.6243 -1.8098 -0.0333 -0.002 0.057 0.083
H -0.5555 1.8310 -0.3836 0.133 -0.080 0.067
H -0.1035 1.4886 1.3344 -0.062 -0.098 -0.138
H 2.4483 -0.6029 -0.6455 -0.128 0.052 0.016

14
Properties=species:S:1:pos:R:3:forces:R:3 method="wB97M-V/def2-TZVPD" total_charge=0 e_tot_ha=-374.859709 orbital_gap_ev=10.270
N 0.7141 0.5969 2.0297 -2.576 -0.731 2.899
C 0.2608 -0.4686 1.0118 0.986 5.531 -1.904
C 1.2671 -0.0964 -0.2915 0.859 -5.640 -1.892
C -0.0464 -0.1223 -1.1649 0.042 -0.207 -1.324
N -0.9601 -0.1815 -2.2175 0.537 0.867 1.156
N -2.2551 0.0840 -1.7109 1.026 0.476 0.251
N -2.2291 0.2082 -0.4286 3.097 -1.813 -1.122
C -0.8137 -0.0432 -0.1226 -2.846 0.095 4.897
H 1.0141 0.0861 2.9730 -0.740 1.209 -2.670
H -0.1968 1.1004 2.3708 2.133 -1.005 -0.835
H 0.0890 -1.3257 1.6029 0.208 -1.734 -0.658
H 1.6992 0.8414 -0.2050 0.211 1.900 0.529
H 2.2112 -0.7752 -0.6937 -2.576 1.103 1.265
H -0.7545 0.0959 -3.1535 -0.361 -0.051 -0.593

8
Properties=species:S:1:pos:R:3:forces:R:3 method="wB97M-V/def2-TZVPD" total_charge=0 e_tot_ha=-451.728399 orbital_gap_ev=9.794
C 1.0235 -0.4458 1.5519 -1.314 -0.201 0.574
C 1.6434 -0.6238 0.5345 1.081 -0.207 0.284
I 3.1327 -1.0193 -0.7845 -0.708 0.208 0.339
H 0.2658 -0.3982 2.3576 1.129 0.113 -1.013
C -0.5136 0.5403 -1.2313 -0.364 -0.371 -0.111
C -1.3468 -0.2898 -1.3408 -3.443 -2.588 -0.375
H 0.2632 1.1606 -1.0279 1.610 1.519 0.240
H -2.2243 -1.0157 -1.4110 2.008 1.527 0.061

HOMO energy for every record listed, in sequence, given in eV: -10.4 -9.4 -9.5.